{
  "formula": "C16H36AgNO7P2",
  "method": "ωB97M-V with the def2-TZVPD basis set",
  "species": ["Ag", "C", "C", "C", "O", "P", "O", "C", "P", "O", "O", "C", "C", "C", "O", "C", "C", "C", "O", "C", "C", "C", "H", "H", "H", "H", "H", "H", "H", "H", "H", "H", "H", "H", "H", "H", "H", "H", "H", "H", "H", "H", "H", "H", "H", "H", "H", "H", "H", "H", "H", "H", "N", "C", "O", "C", "C", "H", "H", "H", "H", "H", "H"],
  "xyz": [[-2.24444, -1.76726, 0.36216], [2.53228, -3.74771, 0.46077], [2.26134, -2.98643, -0.82208], [0.87474, -3.25014, -1.37799], [2.47494, -1.55643, -0.63657], [1.59768, -0.62045, 0.29371], [0.92078, -1.22454, 1.43690], [0.45708, 0.17692, -0.87714], [-0.83424, 1.12528, -0.06157], [-1.78529, 0.40157, 0.80692], [-0.00603, 2.24029, 0.69502], [-0.44624, 2.71860, 2.00762], [-0.02972, 4.16952, 2.09654], [0.18919, 1.84230, 3.06502], [-1.63449, 1.86276, -1.21482], [-1.01938, 2.83260, -2.09594], [-1.01866, 2.26723, -3.50179], [-1.81482, 4.11521, -1.97909], [2.61720, 0.51472, 0.70501], [3.56980, 1.11573, -0.20192], [3.48919, 2.61376, 0.00678], [4.94267, 0.54717, 0.09019], [2.49968, -4.81804, 0.25181], [1.78604, -3.50741, 1.21578], [3.51986, -3.50213, 0.85165], [3.01602, -3.24358, -1.56579], [0.10295, -3.00087, -0.64444], [0.77116, -4.30829, -1.61916], [0.70579, -2.67770, -2.29116], [-0.03504, -0.59300, -1.47492], [1.02690, 0.82126, -1.55141], [-1.53337, 2.63044, 2.05293], [1.05747, 4.25171, 2.04649], [-0.36677, 4.59258, 3.04311], [-0.46301, 4.75198, 1.28288], [1.27656, 1.90142, 2.99281], [-0.11177, 0.80392, 2.93087], [-0.12046, 2.17455, 4.05710], [0.00588, 3.01408, -1.75779], [-2.04146, 2.04793, -3.80976], [-0.43844, 1.34564, -3.55789], [-0.58959, 2.98888, -4.19784], [-2.84833, 3.93869, -2.27914], [-1.38712, 4.88468, -2.62281], [-1.81044, 4.47694, -0.95108], [3.28538, 0.86734, -1.22922], [3.77064, 2.85939, 1.03205], [2.47340, 2.97159, -0.16556], [4.17023, 3.12575, -0.67420], [5.20716, 0.74293, 1.13024], [5.68749, 1.01462, -0.55541], [4.95427, -0.52826, -0.07916], [-6.22993, -3.90364, 1.09784], [-5.00788, -3.29869, 1.13877], [-4.91364, -2.08809, 1.23969], [-3.81320, -4.23177, 1.08870], [-2.76051, -3.80173, 0.06520], [-7.04955, -3.32189, 1.08517], [-6.31941, -4.88420, 0.90965], [-4.16177, -5.25847, 0.91948], [-3.38487, -4.20781, 2.09490], [-3.14346, -3.98443, -0.94165], [-1.88051, -4.43707, 0.18357]],
  "forces_ev_per_a": [[-0.16, 0.09, 0.19], [0.04, 0.05, -0.01], [-0.15, -0.17, -0.03], [0.08, 0.00, 0.04], [0.13, 0.07, 0.08], [0.04, 0.08, -0.20], [-0.06, -0.05, 0.12], [-0.07, -0.05, 0.15], [-0.12, 0.36, 0.03], [0.13, -0.35, -0.27], [-0.07, -0.03, -0.09], [0.05, 0.04, 0.17], [0.01, -0.03, -0.05], [-0.03, 0.00, -0.02], [0.07, -0.10, 0.01], [0.02, 0.06, -0.04], [-0.01, -0.02, 0.04], [0.00, 0.00, 0.02], [0.01, -0.07, 0.04], [0.02, 0.06, -0.03], [-0.02, -0.01, -0.02], [-0.03, -0.01, 0.01], [0.00, 0.00, 0.00], [-0.01, -0.01, 0.00], [0.01, 0.00, 0.00], [0.00, 0.01, -0.02], [-0.02, -0.01, -0.03], [0.00, -0.01, 0.00], [-0.01, -0.02, -0.02], [0.00, -0.04, 0.02], [-0.05, 0.05, -0.01], [0.01, -0.01, -0.04], [0.00, 0.01, 0.00], [0.01, 0.00, 0.00], [0.00, 0.01, 0.01], [0.00, -0.01, 0.01], [0.02, 0.00, 0.02], [0.00, 0.01, 0.00], [0.01, 0.00, 0.00], [0.01, 0.00, -0.01], [-0.01, 0.00, 0.00], [0.00, 0.00, 0.00], [0.00, 0.01, 0.00], [-0.01, 0.00, 0.00], [0.01, 0.00, 0.00], [0.00, -0.01, 0.00], [0.00, 0.01, 0.00], [0.01, 0.00, 0.01], [0.00, 0.01, 0.01], [0.01, 0.00, -0.01], [0.00, -0.01, 0.00], [0.00, 0.00, 0.00], [0.00, 0.00, 0.00], [-0.02, -0.04, -0.01], [-0.04, 0.01, 0.03], [0.02, 0.06, -0.01], [0.15, 0.09, -0.03], [0.00, 0.01, 0.00], [0.01, 0.00, 0.01], [-0.05, -0.02, 0.01], [0.00, -0.02, 0.01], [0.00, 0.03, -0.06], [0.02, -0.04, 0.00]],
  "mulliken_charge": [-0.003, -1.378, 0.553, -1.034, -0.530, 1.021, -0.854, -0.696, 0.938, -0.969, 0.088, 0.484, -1.333, -1.267, -0.454, 1.132, -1.401, -1.461, -0.213, 0.837, -1.207, -1.545, 0.479, 0.268, 0.344, 0.303, -0.007, 0.521, 0.287, 0.537, 0.325, 0.387, 0.263, 0.416, 0.268, 0.181, 0.249, 0.510, 0.034, 0.329, 0.290, 0.391, 0.347, 0.381, 0.283, 0.268, 0.293, 0.113, 0.449, 0.334, 0.404, 0.306, -0.396, 0.587, -0.634, -0.472, -0.951, 0.236, 0.187, 0.275, 0.254, 0.328, 0.322],
  "homo_lumo_gap_ev": 7.30,
  "de_lowest_kcal_mol": 0.0,
  "e_lumo_ha": 0.018,
  "total_energy_ha": -2042.5650
}